52
Properties=species:S:1:pos:R:3:forces:R:3 method="wB97M-V/def2-TZVPD" lumo_energy_ha=-0.10675 max_force_ev_per_a=5.69 total_charge=+1 e_homo_ha=-0.4930 de_lowest_ev=5.254 gap_ev=10.511 multiplicity=1
O -3.39483 -0.94381 -3.36707 1.70 -3.29 -0.60
H -1.70558 -3.57973 4.17538 2.93 0.37 -1.23
H -0.83880 -3.43210 2.80857 -0.16 -0.41 1.09
O -0.77407 -3.28552 3.78742 -2.68 -1.81 0.74
H 1.08553 -3.05852 3.31308 2.48 -0.83 0.88
H -0.20286 2.29624 -3.75867 2.13 0.71 -1.23
O -0.47206 2.17153 0.87587 0.97 0.32 1.76
H 0.50390 3.57949 -4.10877 0.40 -0.35 -0.16
H -1.37420 2.35889 1.12504 -0.49 -0.12 -0.87
O 3.68201 2.91081 -1.26737 -0.97 -0.83 1.05
H 2.97960 3.41395 -0.78811 1.29 -0.12 -1.13
H -3.78316 0.22036 -0.17163 0.42 0.94 -2.23
O -1.04467 4.02706 -2.14898 1.52 3.36 4.33
H -1.57441 -1.59184 0.04478 1.97 -0.72 0.79
O -1.71299 -1.30379 3.05808 0.76 2.00 0.05
H -1.32421 -1.71020 2.19381 -0.28 0.57 -0.02
H 2.50764 -1.25911 3.60003 0.17 0.84 0.56
O 1.83427 0.20486 -0.04891 4.69 1.44 -1.07
H 3.15364 0.98399 -2.52922 2.21 2.27 -0.49
H 2.50682 0.38138 0.63368 -1.17 -0.34 1.57
O -3.87435 0.10767 0.74434 0.71 0.59 1.57
H -2.81581 -1.34687 -4.10897 -1.40 1.47 1.30
H -0.01948 -2.11405 0.20089 -1.29 0.52 0.30
O 2.00426 -3.36784 3.63308 -1.33 1.43 -1.45
H -1.66073 0.06665 -2.18775 -2.09 0.70 -0.46
H 2.64346 -3.05224 2.95440 -0.63 -0.63 0.45
O 2.72683 -0.31670 3.78304 0.01 -0.58 0.80
H 2.68784 0.47305 -0.68374 -4.16 -1.22 0.45
H 2.75993 -0.25077 4.76723 0.03 -0.15 -1.13
O -1.04659 -0.57064 -1.87158 2.25 0.68 -0.13
H 3.72753 -2.89178 -1.32634 0.72 -0.39 0.35
H -0.96109 4.26227 -1.09060 -0.75 -1.76 -3.42
O 0.32042 0.34046 2.87362 -1.90 -0.25 -0.55
H -0.27778 1.89012 -0.00444 -0.60 -0.35 -0.97
H 1.25531 0.50286 3.03233 0.39 -0.02 0.05
O 2.96552 -3.45655 -1.29298 -1.87 1.73 -1.15
H -3.27356 -1.73041 -2.74547 -0.55 1.64 -0.80
H 3.03540 -4.28273 -0.87749 1.07 -1.37 0.85
O -0.90033 -2.04026 0.65684 -0.62 0.29 -0.63
H -3.98894 1.09412 -2.67611 -0.30 0.00 -0.45
H -1.26484 -0.38112 3.04607 -0.16 -0.90 0.23
O -3.23734 1.62356 -2.41827 0.93 -0.76 0.69
H -0.59800 4.91766 -2.32253 -0.86 -1.57 -0.81
H -3.40805 2.54339 -2.55405 -0.37 0.79 -0.17
O 0.66586 2.62512 -4.20296 -2.57 -0.52 1.43
H -1.22582 -1.79548 3.82461 -0.42 0.15 -1.32
H 4.21137 3.39424 -1.89605 -0.26 0.87 0.07
O 2.41672 0.44679 -2.50266 -2.87 -1.94 -0.66
H 1.64352 0.95527 -2.82651 1.19 0.05 0.08
H -4.30486 -0.72054 0.76655 -1.00 -1.49 0.59
H -0.25180 -0.04721 -2.15753 -0.24 -1.42 0.82
H -0.00619 0.73803 2.03604 1.06 0.42 0.30

52
Properties=species:S:1:pos:R:3:forces:R:3 method="wB97M-V/def2-TZVPD" lumo_energy_ha=-0.13133 max_force_ev_per_a=8.20 total_charge=+1 e_homo_ha=-0.4589 de_lowest_ev=7.994 gap_ev=8.913 multiplicity=1
O -0.51582 -2.28598 0.45700 3.30 -2.44 1.85
H -0.58795 -1.64519 -0.24675 0.64 0.38 -0.22
H 0.56414 -2.69078 0.61655 -4.68 2.15 -1.43
O 2.52354 -2.59711 -0.22220 1.46 4.88 1.53
H 2.19510 -1.90474 -0.82619 0.17 -1.20 0.02
H 2.29047 -3.45476 -0.38381 -1.35 -3.08 -1.61
O 0.82458 -4.47937 -0.44196 2.38 1.70 4.12
H 1.14835 -5.24620 0.00173 0.35 -1.01 0.56
H 0.39241 -4.77672 -1.14817 -2.85 -1.79 -4.70
O -4.04685 -0.05124 0.97816 3.25 0.19 1.17
H -3.16898 0.23350 0.57727 -1.26 0.16 -0.74
H -4.16905 -2.74360 1.73018 3.00 -0.51 -0.92
O 2.91349 -0.14724 -4.37958 -2.91 2.14 -1.64
H -4.75348 -1.48305 -0.05555 0.59 -2.56 1.03
O 4.13620 -0.85803 1.32361 -1.20 -1.66 -0.55
H 3.68857 -1.63046 0.85162 1.05 1.30 0.13
H 3.68452 -0.98869 2.16241 0.25 0.47 0.48
O -2.05326 1.30323 -1.06550 -0.45 -0.97 -0.86
H -2.93292 1.58464 -1.36793 0.89 0.62 0.33
H -1.46648 1.97184 -0.61489 -1.49 -0.20 -0.36
O -4.64127 -2.50127 0.18132 2.26 0.61 -2.89
H 2.65568 0.74946 -4.02186 0.93 -1.66 -0.23
H -3.83744 -2.85423 -0.47748 -3.34 1.58 2.39
O -0.79496 0.38289 0.96731 0.54 -2.83 -0.73
H 1.74859 1.53628 3.36979 -0.22 0.76 -0.61
H 0.09924 0.47977 0.62718 0.06 0.22 0.24
O -1.02083 2.93750 0.57452 8.16 -0.56 -0.49
H -1.70776 3.47139 0.72823 -4.28 3.24 0.73
H -0.28604 3.61421 0.15828 -2.84 -2.66 1.46
O 3.47791 1.67127 -2.24140 1.09 1.56 -1.11
H 3.57628 1.58282 -1.27910 0.05 0.68 -0.29
H 3.99029 2.49082 -2.58208 -1.30 -2.14 1.37
O 3.47568 2.26037 0.53529 -1.67 1.48 -0.47
H 3.02758 2.28578 1.38474 -0.60 -0.13 -0.06
H 4.21700 1.79653 0.81074 2.71 -1.65 0.35
O -1.35490 -0.73984 3.41927 -0.48 0.14 0.52
H -1.16751 0.17655 3.74625 0.21 -1.45 -1.07
H -0.85520 -1.00669 2.62062 0.07 1.24 0.52
O 0.43178 2.20183 -3.48592 6.01 -3.34 1.23
H 0.56396 1.32268 -2.95553 0.13 2.43 -1.54
H 1.37533 2.66429 2.20302 0.23 -2.28 1.31
O -3.05512 -3.00340 2.03554 -1.72 -1.64 -1.40
H -2.80038 -3.83173 1.47470 -0.78 1.46 1.55
H -2.51534 -2.34573 1.55690 0.47 0.69 0.17
O 1.55996 1.68547 2.42339 -0.39 1.69 -0.31
H -3.56378 -0.26414 1.83309 -1.54 0.20 -0.52
H -0.43551 2.28095 -3.38986 -6.14 0.88 0.34
O -1.81951 4.10158 -1.22603 0.56 4.36 2.59
H -1.80908 5.10443 -1.29254 -0.07 -1.71 0.07
H -2.05070 3.84768 -2.05412 -1.11 -1.34 -4.07
H 3.55290 -0.53011 -3.84840 1.94 -0.57 1.83
H -0.98797 1.15777 1.42843 -0.10 2.14 0.94

53
Properties=species:S:1:pos:R:3:forces:R:3 method="wB97M-V/def2-TZVPD" lumo_energy_ha=0.08312 max_force_ev_per_a=10.04 total_charge=-1 e_homo_ha=-0.2749 de_lowest_ev=4.954 gap_ev=9.741 multiplicity=1
O 0.93672 0.57239 1.91684 0.75 -5.42 0.20
H 0.57721 0.47369 1.03058 -0.68 -0.41 -1.27
H -3.73275 1.59316 1.41526 3.15 8.04 -5.12
O 0.13660 -4.09158 1.67352 2.82 6.26 5.54
H 1.10872 -3.97728 1.80284 -1.15 -0.45 -0.68
O -0.13619 2.90923 0.34457 -2.14 -1.45 -1.76
H -1.08216 2.41537 0.17602 2.68 1.83 0.68
H 0.28223 2.58117 -0.50236 -0.34 0.36 1.40
O -2.18260 1.46773 -0.83703 2.83 2.69 -2.94
H 2.78501 -2.26801 2.14704 -0.50 0.94 -1.62
H -2.77838 1.02504 -0.34066 -2.87 -2.45 2.57
O -3.52725 -2.54267 2.42131 -1.14 -0.15 -1.21
H -3.10683 -2.38831 1.54865 0.24 -0.34 0.66
H -4.37554 -2.93244 2.09618 0.90 0.39 0.73
O 3.18458 2.41033 0.10523 0.77 1.13 0.03
H 3.31044 1.47235 -0.02043 -0.73 -0.28 0.10
H 2.28899 2.65629 0.35586 -0.18 -0.77 -0.07
O 1.70345 -1.67683 -1.73780 -3.15 1.04 -2.47
H 1.64490 -1.32182 -0.87546 0.40 0.54 1.91
H 0.81698 -1.20831 -2.07096 3.06 -1.85 0.35
O 2.93445 -4.22802 0.40221 1.41 4.07 -0.36
H 5.26985 -1.10681 2.68253 1.59 1.53 1.38
H -2.83263 -1.56283 -1.70098 2.91 -1.33 -0.88
O -2.43642 4.81295 -2.53148 -0.43 -1.97 0.58
H -3.15740 4.82183 -1.88496 0.01 0.77 -0.03
H -2.30841 3.82906 -2.45961 0.07 1.10 -0.18
O -0.39093 3.03796 -3.84765 7.36 -2.83 0.52
H -0.04020 3.15198 -2.89016 1.39 -1.11 -2.16
H -1.06951 3.40209 -3.48482 -8.37 3.97 1.36
O 2.57144 5.24518 2.37791 -1.48 -0.78 2.71
H 3.11824 4.93669 1.70848 1.71 -0.55 -2.38
H 2.46831 4.39836 2.88423 -0.19 1.29 -0.37
O 0.01041 0.43824 -0.57803 0.25 3.66 2.53
H -0.17347 -0.20505 -1.16675 -1.01 -3.46 -2.79
H -1.08684 1.03118 -0.68953 0.36 -1.11 0.17
O -1.92891 -2.01481 -1.96862 -2.94 0.42 1.81
H -0.09322 -4.72840 1.14748 -1.38 -6.08 -4.72
H -1.89987 -1.86360 -2.91199 0.15 0.40 -0.31
O -3.96876 0.92901 1.86575 -4.46 -7.56 4.27
H 2.20201 -4.75086 0.21207 -1.95 -1.27 -0.91
H -3.28342 0.61707 2.41420 1.31 -0.45 0.81
O 2.59688 -1.80215 1.27273 -2.13 2.01 1.72
H 0.89131 1.44774 2.01447 -0.13 5.53 0.91
H 1.96735 -0.98249 1.48979 1.67 -2.10 -0.17
O 4.83896 -1.85135 2.34508 -1.79 0.26 -2.13
H 2.70572 -3.24003 0.07428 0.57 -3.34 1.13
H 4.22249 -1.34628 1.69151 1.11 -1.79 1.10
O -2.00699 -3.62594 0.17127 1.57 -1.30 3.92
H -1.18074 -3.42995 0.75757 -2.08 -0.56 -0.94
H -1.86339 -2.99521 -0.47093 0.29 1.93 -3.03
O -1.91596 -0.02763 -3.40731 -3.82 3.55 2.02
H -2.90318 0.19287 -3.57037 2.07 -0.92 -0.85
H -2.04776 0.56566 -2.51708 1.61 -1.58 -1.78

53
Properties=species:S:1:pos:R:3:forces:R:3 method="wB97M-V/def2-TZVPD" lumo_energy_ha="-0.03738 / -0.22620" max_force_ev_per_a=3.51 e_homo_ha="-0.3665 / -0.3665" de_lowest_ev=1.128 gap_ev="8.955 / 3.816" multiplicity=2
O -2.15183 1.12647 1.73728 0.77 0.77 -0.16
H -3.70606 1.87716 -4.55124 0.19 0.36 -0.17
H -2.12781 4.94230 -1.96851 -0.14 -0.06 0.27
O 0.72215 -2.81496 1.63460 0.65 -0.26 -0.02
H -3.22166 -0.34059 -0.19487 0.28 -0.22 -0.78
O 3.86542 1.51908 4.58384 -0.17 0.08 0.08
H 3.96146 1.32645 3.65038 0.19 0.00 -0.23
H 3.70868 0.66086 4.98134 0.07 -0.12 0.16
O 4.79030 0.63206 1.02996 0.28 0.27 0.25
H 1.65702 0.16288 0.40349 -0.01 0.21 0.18
H 4.88623 0.08658 0.25049 -0.04 -0.18 -0.18
O 2.12460 -1.08118 2.87411 -1.46 -0.88 -0.19
H 1.49961 -1.80174 2.48520 1.70 1.38 1.56
H -3.04437 0.82450 1.58469 -0.11 -0.24 0.27
O 0.87005 -5.38187 0.96626 0.81 1.06 2.32
H 1.26758 -0.46306 -3.15971 -2.07 -0.20 -0.72
H 1.38634 -5.61933 1.77507 0.19 -1.41 -1.11
O -2.83005 2.23707 -4.34518 -0.65 -0.34 -0.09
H -1.38847 0.65579 -1.55482 -0.02 -0.36 -0.41
H -2.50908 1.58684 -3.71687 0.52 0.05 0.20
O 0.37916 -0.51725 -3.67378 1.33 0.19 0.66
H 1.36505 -2.46212 0.98846 -0.05 -0.20 -0.62
H -2.93115 0.99640 -1.60344 0.21 -0.21 -0.03
O -2.40019 3.59792 0.21278 1.35 -1.56 0.55
H -1.86647 3.40480 1.00375 -0.63 0.87 0.45
H -2.05696 2.77264 -0.20850 -0.98 0.62 -0.73
O -1.13911 -1.13900 2.81095 1.11 -3.32 -0.26
H -0.37936 -1.63250 2.38349 -0.65 1.83 0.51
H -1.58910 -2.02055 2.92471 -0.69 1.40 0.48
O -2.05266 1.31666 -1.36244 -0.09 0.40 0.00
H 2.87284 3.39877 -2.33044 -0.85 0.59 -0.95
H 0.75990 -0.71945 -4.53729 -0.54 -0.01 -0.16
O 3.59731 3.00192 -2.82855 0.37 -0.70 2.61
H 4.00062 2.69327 -1.96798 0.50 0.01 -1.61
H 3.85339 0.74944 1.17994 -0.27 -0.08 -0.05
O -3.96421 -0.77229 -0.66174 0.22 0.47 1.60
H -0.73022 -2.43471 0.75300 0.46 0.19 -0.95
H 0.68213 -4.55429 1.47118 -1.12 0.17 -1.15
O -2.39601 5.74675 -1.51506 -0.04 0.67 -0.40
H 1.70090 -0.85775 3.73021 0.26 -0.05 -0.67
H -2.82432 5.46715 -0.70092 0.24 -0.40 -0.10
O 1.08958 -0.15442 -0.30293 0.24 -0.34 0.11
H -1.61967 0.45105 2.18246 -0.79 -0.25 -0.07
H 0.19707 -0.05363 0.04705 -0.25 -0.02 0.04
O -2.03151 -4.15450 1.35717 0.75 -0.58 -0.56
H -4.47470 -0.94178 0.15172 -0.48 -0.34 -0.80
H -1.55988 -4.78421 0.74800 -0.77 0.86 0.89
O 2.71485 -0.77887 -2.79697 0.78 0.18 -0.77
H 2.81961 -1.19324 -1.94320 0.32 0.48 0.37
H 3.17955 0.06723 -2.92195 0.03 -0.49 0.68
O -1.28609 -1.97514 0.10934 -0.67 0.94 -0.05
H -1.03414 -2.16256 -0.79648 0.27 -0.32 -0.13
H -2.05604 -3.29808 0.87747 -0.57 -0.89 -0.12